Entry 1:
97
Properties=species:S:1:pos:R:3:forces:R:3:mulliken_charge:R:1 method="wB97M-V/def2-TZVPD" e_above_lowest_kcal_mol=11.7 lumo_energy_ev="0.15 / -0.88" e_tot_ev=-209307.6770 spin_multiplicity=5
Rh 1.56531 0.63626 0.30381 0.057 1.536 -0.818 0.207
C 2.38200 5.96218 2.09914 -0.258 0.086 -0.072 -1.015
N 3.56212 -5.62074 -2.26735 -1.354 -0.758 -1.237 -0.869
H 4.34469 -0.12422 -3.58339 0.051 0.107 -0.031 0.460
C -2.35703 0.48867 -1.15976 0.251 0.082 -0.096 -1.107
H 0.82818 1.34527 -6.51709 0.031 0.030 -0.045 0.419
Se 2.48477 -0.02627 2.29885 0.321 -0.340 0.630 -0.553
H -6.46416 -0.59140 3.71099 -0.121 0.028 0.060 0.395
C -1.78959 0.53736 5.09627 -0.073 -0.088 -0.066 -0.483
H -0.17319 3.27595 1.09004 0.048 0.056 0.040 -0.375
H 1.04180 4.07368 -1.46604 0.050 0.066 0.008 0.510
C -1.29746 2.37928 6.55002 0.020 0.041 0.064 -0.550
C 3.16965 -7.41900 -0.80451 0.125 0.369 -0.212 -0.224
Sb -1.58212 0.41044 2.04732 -0.618 -0.052 0.444 0.964
C -5.59758 -2.36251 2.87743 -0.032 -0.064 0.009 -0.486
C 3.13974 -7.94808 0.46136 0.027 -0.025 0.230 -0.410
H -2.22603 -0.48343 -0.67338 0.078 -0.061 -0.097 0.563
C 3.62492 -7.19563 1.52788 0.011 -0.057 0.114 0.132
H -3.18112 4.96675 -3.85266 -0.037 0.005 -0.024 0.424
C 0.52631 -2.15009 0.12486 -0.290 -0.091 0.253 -0.297
H -1.54592 6.78627 -3.52137 -0.036 0.070 -0.015 0.385
H 4.55235 -5.37134 2.17654 -0.021 0.007 0.018 0.430
O 2.64292 0.72086 -1.80866 -0.051 0.118 0.644 -0.797
C 2.91148 -0.50750 -2.04068 -0.003 0.103 -0.056 0.995
C 1.78190 3.72330 1.20070 -0.240 0.126 0.084 0.311
H -4.46946 -3.96008 2.01226 0.025 -0.072 -0.016 0.420
C 0.48825 -3.44759 -0.36978 0.209 -0.099 -0.267 -1.535
H -3.41218 2.42508 1.53327 0.095 0.018 0.115 0.585
C -2.66164 1.94056 0.90730 0.128 -0.099 0.301 -1.054
H -3.67949 2.16574 -0.95771 -0.058 -0.038 0.044 0.445
C 0.46252 0.72388 -5.71149 0.018 0.093 -0.095 -0.661
C -3.30169 1.34820 -0.33532 -0.120 0.089 -0.037 -0.742
H -2.69188 2.70521 -3.00732 -0.110 -0.053 -0.059 0.397
H 1.76670 5.82750 2.99176 0.056 0.055 0.046 0.305
H 4.95767 -2.49140 -3.93053 0.094 -0.007 -0.073 0.490
H 1.85945 6.62654 1.40356 0.041 0.062 0.086 0.289
H -1.13265 2.76771 7.54498 -0.040 0.043 0.053 0.377
H -6.47655 -2.96673 3.05210 -0.026 -0.058 0.011 0.373
H -2.78385 0.30550 -2.14578 0.134 -0.087 -0.074 0.626
C -1.34316 5.79883 -3.13266 0.040 0.088 -0.020 -0.528
C -1.98791 3.50750 -2.83857 -0.121 -0.056 -0.044 -0.512
C 0.38676 1.23553 -4.42790 0.019 0.125 0.085 -0.631
C 4.16449 -5.92816 1.33485 -0.097 -0.237 0.313 -0.644
C 4.18612 -5.38812 0.07233 -0.035 -0.074 -0.524 -0.168
H 0.70682 2.24958 -4.22509 -0.008 0.059 -0.088 0.433
C -1.33774 2.69481 4.17213 -0.073 0.109 -0.165 -0.181
C -2.25895 4.77629 -3.32069 -0.120 0.046 -0.089 -0.827
C 0.10653 4.28214 -1.97309 0.179 -0.091 0.082 -0.298
H 3.64024 4.43559 1.33661 -0.184 -0.120 -0.015 0.312
H -0.26325 -4.13861 -0.02415 -0.040 -0.041 0.138 0.554
C -4.47180 -2.91623 2.29297 -0.086 -0.189 -0.058 -0.495
H -0.79924 -1.49405 -2.82748 -0.057 -0.092 -0.013 0.323
C -1.64699 1.35653 3.98560 0.160 -0.198 -0.539 0.428
C -0.10360 0.45284 -3.39348 0.108 0.076 0.452 0.701
C 0.05571 -0.57521 -5.96579 0.033 -0.078 -0.050 -0.588
C -1.62485 1.04546 6.37112 0.015 -0.075 0.158 -0.659
N 1.34537 -1.22493 -0.34818 -0.071 -0.650 -0.099 0.394
H -0.13148 -1.86511 0.94244 0.168 0.157 -0.155 0.392
C -5.59326 -1.02755 3.24554 -0.190 0.094 0.052 -0.623
C -0.38374 -1.37642 -4.92573 -0.048 -0.134 -0.077 -0.668
H 4.59216 -4.40088 -0.09086 0.025 0.099 -0.024 0.444
H 2.73767 -8.93701 0.63144 0.008 -0.004 0.033 0.406
H -1.22830 3.34624 3.31295 0.036 0.033 0.065 0.163
C -0.15649 5.55074 -2.46269 0.067 0.132 -0.009 -0.742
H -0.91403 4.25040 5.58306 -0.009 0.046 0.006 0.389
C 4.18295 -2.21467 -3.23231 0.068 0.083 -0.059 -0.469
H -4.16578 0.74175 -0.04308 0.002 0.045 -0.024 0.428
C -3.35350 -2.13018 2.06723 0.161 -0.009 -0.064 -0.295
C -1.16680 3.20681 5.44776 0.048 0.159 0.066 -0.566
H -1.94315 2.70406 0.59226 -0.058 0.106 0.054 0.337
C -4.47720 -0.24475 3.01605 -0.109 0.099 0.075 -0.164
N 2.67587 4.69260 1.48029 0.388 0.026 0.029 -0.133
H -4.47772 0.79374 3.32038 -0.034 0.088 0.029 0.352
C 3.52758 -3.26824 -2.54727 -0.574 0.079 0.079 -0.129
H -0.68323 -2.39701 -5.11656 0.002 -0.084 -0.010 0.427
H 1.49062 -4.86211 -1.62818 0.007 -0.048 0.007 0.808
N 3.95848 -4.49622 -2.69244 1.358 0.374 -0.122 -0.288
C 2.22519 -1.55712 -1.33945 0.151 -0.492 -0.345 0.401
Br 3.52901 -7.91945 3.28271 0.046 0.065 -0.123 -0.201
C 1.46063 -3.84566 -1.26810 -0.287 0.048 0.310 -0.413
C 2.39703 -2.92012 -1.71240 0.069 0.344 0.066 0.398
H -2.03820 -0.50597 4.95583 0.003 -0.120 0.085 0.385
C -0.80823 3.25559 -2.15720 0.172 -0.488 0.409 0.612
C -0.45592 -0.86488 -3.64125 -0.083 -0.039 0.179 -0.183
Sb -0.33191 1.28275 -1.43291 -0.669 0.063 -0.863 0.754
H 0.08639 -0.96600 -6.97251 0.042 -0.038 -0.064 0.400
H 0.11816 4.88567 1.64863 0.007 0.089 -0.038 0.278
O 2.17428 2.64604 0.75150 0.357 -0.492 -0.230 -0.539
C -3.35207 -0.78867 2.42011 0.537 0.367 -0.168 -0.068
H -2.46507 -2.56739 1.62244 -0.041 -0.061 -0.035 0.339
N 0.47117 3.97734 1.41673 0.018 -0.100 0.063 0.059
H 2.79892 -7.97269 -1.65463 -0.040 -0.036 -0.041 0.447
H 0.56932 6.34205 -2.33011 0.023 0.039 -0.003 0.445
C 3.85303 -0.90733 -3.02747 -0.036 -0.091 0.129 -1.028
H 3.31646 6.43648 2.39420 -0.099 -0.034 -0.025 0.322
C 3.67095 -6.11596 -1.02822 0.481 -0.071 1.279 0.169
H -1.73348 0.39315 7.22567 -0.009 -0.033 0.078 0.394



Entry 2:
34
Properties=species:S:1:pos:R:3:forces:R:3:mulliken_charge:R:1 method="wB97M-V/def2-TZVPD" e_above_lowest_kcal_mol=1.6 lumo_energy_ev=0.97 e_tot_ev=-27145.0528
C -3.57496 -1.31773 0.97990 1.825 2.047 -0.694 -0.980
H 1.39254 -3.22976 -2.52544 -0.291 0.900 0.599 0.366
H 2.61333 2.07687 -0.08487 0.597 1.076 -1.442 0.504
H 0.63118 3.44845 0.65500 -0.157 -0.873 0.308 0.298
H 1.54156 -1.45741 -2.37736 1.850 1.919 -0.232 0.358
C 0.51590 1.36905 -0.04521 -1.106 -2.124 -1.260 1.778
H 1.17019 -2.34649 -0.07376 -0.532 0.919 0.748 0.359
H -2.40412 -0.09227 2.39024 -1.615 0.732 -1.678 0.278
C 0.91998 -2.25642 -2.22589 -2.956 -2.308 1.007 -1.184
C 0.26812 1.91034 -1.38754 0.951 0.780 0.016 -0.491
H -1.01672 2.28987 -2.98191 0.438 -1.423 0.288 0.229
H -3.78090 -1.18496 -0.09036 -0.031 -0.768 0.164 0.240
P -0.53151 -0.06162 0.49376 0.234 0.446 -1.076 0.818
H -4.47239 -1.43041 1.51569 -1.142 -0.635 0.687 0.478
C 0.29974 -2.23823 -0.72119 1.529 -1.381 -3.815 -0.356
H -1.18917 0.63026 -1.99251 -0.978 -0.308 -0.239 0.300
C -3.00039 0.07790 1.37958 1.483 -0.826 2.379 -0.307
O -0.21292 -0.63387 1.78181 0.826 -0.667 1.557 -0.877
H 4.45931 0.62001 0.49638 -0.208 0.047 -1.124 0.234
C 0.65018 2.38534 0.97411 1.116 1.237 2.102 -1.180
H -0.27849 -3.15380 -0.68244 -0.330 0.001 0.498 0.322
C 1.90336 1.59335 0.50356 -1.710 -0.064 0.975 -0.457
O -1.99076 0.49773 0.45261 -0.385 0.839 -0.922 -0.347
H 0.99728 2.73209 -1.56283 -1.031 -0.127 -0.283 0.264
O -0.57627 -1.12385 -0.70150 0.509 0.248 0.813 -0.166
H 1.96153 0.33061 2.20867 0.245 -0.728 -0.903 0.304
H -2.79386 -2.08182 1.21620 -0.902 0.487 -0.403 0.204
C 2.52414 0.55696 1.28001 0.002 -0.636 2.904 -0.170
C -0.69744 1.54474 -2.20724 0.125 1.877 -0.844 -0.904
H -3.68558 0.95992 1.42687 0.247 -1.146 0.074 0.325
H 4.32500 -0.57436 1.70014 -0.333 -0.971 1.060 0.326
C 3.75186 0.08761 1.11013 0.582 1.360 -0.402 -1.102
H 0.22946 2.17247 1.99770 0.654 0.268 -1.178 0.258
H 0.05081 -2.10061 -2.90234 0.492 -0.200 0.319 0.278



Entry 3:
63
Properties=species:S:1:pos:R:3:forces:R:3:mulliken_charge:R:1 method="wB97M-V/def2-TZVPD" charge=+2 lumo_energy_ev="-7.15 / -7.15" e_tot_ev=-875926.1092 spin_multiplicity=2
B 1.04061 -0.70649 1.73910 -0.208 0.215 -1.806 0.977
C -2.66098 -2.27568 -1.11031 0.069 0.117 -0.426 -0.356
H -1.99361 4.63381 1.46626 0.207 -0.384 -0.364 0.292
C 1.15263 2.49366 -3.04911 -0.581 -0.615 -0.569 -0.637
C -2.74577 -0.77625 -0.73714 0.726 -0.982 -1.473 -0.058
C 1.50695 -2.54578 0.49560 1.181 -1.908 -0.672 0.769
Br 1.99165 -5.80651 -3.84834 -0.210 -0.143 0.120 -0.152
H -3.33639 5.61509 1.00631 -0.265 -0.213 -0.121 0.491
Br 1.18517 -5.71690 2.54487 -0.431 0.086 -0.051 -0.167
H 3.20135 -3.32585 -2.74512 -0.047 -0.203 -0.471 0.376
H -4.28285 3.75994 -0.42306 -0.389 -0.003 0.575 0.557
H -1.12058 -6.69596 2.65859 0.216 -0.309 -0.742 0.434
C -2.72833 4.77395 0.67338 0.328 1.596 0.492 -0.685
H 0.18942 4.88145 1.03674 0.452 -0.632 0.300 -0.369
O -1.70159 0.81249 3.04862 -1.228 0.511 1.315 -0.491
O 2.34660 -1.15773 2.14249 0.095 0.644 0.953 -0.644
H -1.95633 -2.75274 -0.42915 -0.150 -0.113 -0.256 -0.183
C -1.03804 -5.46884 0.76901 -0.781 -0.263 0.459 0.159
H 2.80224 4.33222 1.08323 -0.290 0.103 0.424 0.230
O -0.37547 2.33123 0.95333 0.512 -3.071 1.030 -0.234
C 2.67262 -2.19585 1.44747 3.104 -2.661 0.167 0.320
C 0.91217 5.48425 1.58663 0.295 -0.061 -0.475 -0.004
Br -1.88856 5.38946 -0.96007 0.112 0.004 0.081 -0.071
O 3.74506 -2.83965 1.60175 -2.437 2.007 -0.165 -0.591
H 2.91592 5.94955 1.92689 0.566 -0.207 -0.437 0.473
H 0.53693 6.49051 1.40024 0.460 0.200 0.473 0.525
O 1.08517 0.61844 1.05951 0.688 -0.909 0.278 -0.391
H 1.50922 1.70586 -3.71268 -0.285 0.252 -0.195 0.423
C 0.00265 1.21972 1.37920 -0.926 5.838 -1.283 0.756
Br -1.96923 -2.58430 -2.98163 -0.319 0.652 1.247 -0.073
O -0.00211 -0.59055 2.75302 -0.090 0.469 0.581 -0.567
O 0.60064 -1.64209 0.67533 -0.918 0.394 0.547 -0.026
Br 2.74984 6.10392 -0.61892 -0.391 -0.043 0.726 -0.135
C 1.26112 -4.04556 -3.41888 -0.187 -0.668 0.703 -0.167
Br -0.73443 2.05526 -2.60302 0.253 0.015 -0.300 -0.186
C 2.44197 -3.13545 -3.50353 -0.764 0.712 -0.283 -0.731
H -3.59044 -2.84190 -1.17024 0.025 0.460 0.417 0.478
Br 1.78379 -1.31186 -3.04139 0.206 -0.103 -0.141 -0.136
C -3.49171 3.57260 0.30296 0.568 -0.671 -1.143 -0.124
O 1.47886 -3.52049 -0.20496 -0.050 0.771 0.334 -0.507
H -3.19317 -0.16449 -1.52052 -0.139 -0.105 0.209 0.487
C 1.89286 2.47318 -1.78564 1.216 0.570 0.906 0.186
Ba -4.13144 0.66377 4.32817 1.093 0.170 -1.253 1.866
H -1.72368 -0.43651 -0.56979 -0.202 0.244 0.260 -0.104
Br -4.20703 2.80886 1.96582 -0.812 0.243 0.558 -0.276
C -0.75417 -5.76589 2.22407 -0.385 0.095 0.737 -0.640
H 2.75475 -3.14126 -4.54768 0.595 0.430 0.370 0.491
Br 0.74692 5.12717 3.56175 -0.055 0.030 -1.152 -0.214
H 1.94822 1.52764 -1.24620 -0.184 0.100 -0.294 -0.067
H -1.24046 -5.03658 2.87193 0.429 0.412 -0.153 0.344
H 1.18746 3.48706 -3.49635 -0.252 -0.274 -0.118 0.471
H 1.51789 3.26964 -1.14287 0.339 -0.082 0.192 -0.063
Br -3.06139 -5.29722 0.57128 1.261 -0.181 0.164 -0.172
C 2.40748 5.34392 1.17669 -1.085 0.570 0.128 -0.569
H -0.58868 -4.50918 0.51362 -0.250 -0.226 -0.314 -0.422
Br 3.77647 2.90921 -2.28813 -0.530 -0.208 0.348 -0.125
H 0.85826 -4.06198 -2.40619 0.047 -0.246 -0.178 0.011
Ba 5.92928 -2.23845 3.36922 -0.434 -0.189 -0.436 0.706
H -0.73324 -6.27764 0.10490 -0.084 0.279 -0.015 0.438
C -0.66264 0.52392 2.51790 0.015 -2.090 -0.095 0.080
H -2.83841 2.82386 -0.14501 0.026 -0.208 0.407 -0.118
Br -3.82253 -0.43947 0.86715 -0.162 -0.462 -0.047 -0.201
H 0.44137 -3.87677 -4.11718 0.436 0.245 -0.070 0.319



Entry 4:
14
Properties=species:S:1:pos:R:3:forces:R:3:mulliken_charge:R:1 method="wB97M-V/def2-TZVPD" e_above_lowest_kcal_mol=7.3 lumo_energy_ev="0.92 / -0.85" e_tot_ev=-9953.5680 spin_multiplicity=3
H 1.74960 0.14575 0.67975 0.767 0.581 0.118 0.369
N -0.02310 0.38408 -0.29805 -3.094 2.447 -2.942 0.125
F 0.28988 1.76904 1.48195 -0.825 -0.328 -0.701 -0.288
C 0.95907 -0.36311 0.17140 1.206 -4.207 2.288 -0.737
H -1.46835 1.81235 0.50183 -1.728 0.993 -0.818 0.423
H -1.72252 -0.20044 -1.45441 0.251 -0.909 0.009 0.312
N -0.64087 -1.00944 1.97417 0.141 -1.222 0.321 -0.510
H 1.22696 -1.99946 1.48118 -0.858 -0.576 1.018 0.309
H 1.34944 -0.99599 -0.62754 0.225 -0.093 0.318 0.383
H -0.74356 1.09677 -2.02224 0.099 -1.528 -0.332 0.332
C -0.63624 1.21660 0.58211 2.374 0.520 1.411 -0.302
H -0.05107 -0.60091 -2.24941 -0.644 0.380 0.928 0.279
C -0.66348 0.04264 -1.57399 -0.177 3.391 -0.396 -0.897
C 0.37426 -1.29788 1.35325 2.263 0.552 -1.222 0.201



Copy entry 2 word for word.
34
Properties=species:S:1:pos:R:3:forces:R:3:mulliken_charge:R:1 method="wB97M-V/def2-TZVPD" e_above_lowest_kcal_mol=1.6 lumo_energy_ev=0.97 e_tot_ev=-27145.0528
C -3.57496 -1.31773 0.97990 1.825 2.047 -0.694 -0.980
H 1.39254 -3.22976 -2.52544 -0.291 0.900 0.599 0.366
H 2.61333 2.07687 -0.08487 0.597 1.076 -1.442 0.504
H 0.63118 3.44845 0.65500 -0.157 -0.873 0.308 0.298
H 1.54156 -1.45741 -2.37736 1.850 1.919 -0.232 0.358
C 0.51590 1.36905 -0.04521 -1.106 -2.124 -1.260 1.778
H 1.17019 -2.34649 -0.07376 -0.532 0.919 0.748 0.359
H -2.40412 -0.09227 2.39024 -1.615 0.732 -1.678 0.278
C 0.91998 -2.25642 -2.22589 -2.956 -2.308 1.007 -1.184
C 0.26812 1.91034 -1.38754 0.951 0.780 0.016 -0.491
H -1.01672 2.28987 -2.98191 0.438 -1.423 0.288 0.229
H -3.78090 -1.18496 -0.09036 -0.031 -0.768 0.164 0.240
P -0.53151 -0.06162 0.49376 0.234 0.446 -1.076 0.818
H -4.47239 -1.43041 1.51569 -1.142 -0.635 0.687 0.478
C 0.29974 -2.23823 -0.72119 1.529 -1.381 -3.815 -0.356
H -1.18917 0.63026 -1.99251 -0.978 -0.308 -0.239 0.300
C -3.00039 0.07790 1.37958 1.483 -0.826 2.379 -0.307
O -0.21292 -0.63387 1.78181 0.826 -0.667 1.557 -0.877
H 4.45931 0.62001 0.49638 -0.208 0.047 -1.124 0.234
C 0.65018 2.38534 0.97411 1.116 1.237 2.102 -1.180
H -0.27849 -3.15380 -0.68244 -0.330 0.001 0.498 0.322
C 1.90336 1.59335 0.50356 -1.710 -0.064 0.975 -0.457
O -1.99076 0.49773 0.45261 -0.385 0.839 -0.922 -0.347
H 0.99728 2.73209 -1.56283 -1.031 -0.127 -0.283 0.264
O -0.57627 -1.12385 -0.70150 0.509 0.248 0.813 -0.166
H 1.96153 0.33061 2.20867 0.245 -0.728 -0.903 0.304
H -2.79386 -2.08182 1.21620 -0.902 0.487 -0.403 0.204
C 2.52414 0.55696 1.28001 0.002 -0.636 2.904 -0.170
C -0.69744 1.54474 -2.20724 0.125 1.877 -0.844 -0.904
H -3.68558 0.95992 1.42687 0.247 -1.146 0.074 0.325
H 4.32500 -0.57436 1.70014 -0.333 -0.971 1.060 0.326
C 3.75186 0.08761 1.11013 0.582 1.360 -0.402 -1.102
H 0.22946 2.17247 1.99770 0.654 0.268 -1.178 0.258
H 0.05081 -2.10061 -2.90234 0.492 -0.200 0.319 0.278